ORCA calculation (the ωB97M-V functional and the def2-TZVPD basis) on a cluster of 8 separate species, C31H64Br14NO3 in total at a distorted geometry.

CARTESIAN COORDINATES (ANGSTROEM)
C1 2.843 -3.452 0.309
C2 3.869 -2.320 0.692
C3 3.928 -1.163 -0.395
C4 3.192 0.061 0.222
C5 3.098 1.310 -0.751
C6 4.205 2.318 -0.327
C7 4.028 3.778 -0.871
C8 2.543 4.257 -0.984
C9 1.885 4.494 0.422
C10 0.558 3.692 0.651
C11 0.499 3.275 2.158
C12 -0.916 2.702 2.536
C13 -1.214 1.458 1.634
N1 -1.989 0.443 2.368
C14 -2.063 -0.723 1.504
O1 -3.406 -1.186 1.261
C15 -4.269 -0.101 1.135
O2 -5.301 -0.552 0.219
C16 -6.255 0.482 0.068
C17 -6.669 0.602 -1.423
O3 -7.299 -0.596 -1.875
H1 3.415 -4.329 -0.060
H2 2.149 -3.128 -0.493
H3 2.230 -3.808 1.162
H4 3.610 -1.849 1.664
H5 4.867 -2.784 0.811
H6 5.004 -0.984 -0.602
H7 3.403 -1.506 -1.313
H8 3.634 0.366 1.195
H9 2.154 -0.271 0.450
H10 2.069 1.695 -0.618
H11 3.182 0.986 -1.809
H12 4.377 2.335 0.767
H13 5.164 1.938 -0.757
H14 4.522 3.979 -1.843
H15 4.523 4.462 -0.123
H16 1.944 3.566 -1.620
H17 2.552 5.230 -1.531
H18 1.640 5.573 0.496
H19 2.654 4.264 1.193
H20 -0.302 4.334 0.364
H21 0.482 2.772 0.040
H22 0.750 4.160 2.791
H23 1.249 2.493 2.413
H24 -0.859 2.379 3.604
H25 -1.716 3.466 2.454
H26 -0.225 0.982 1.376
H27 -1.736 1.800 0.688
H28 -1.462 -1.550 1.959
H29 -1.595 -0.455 0.509
H30 -3.798 0.786 0.665
H31 -4.761 0.146 2.100
H32 -7.144 0.229 0.692
H33 -5.866 1.478 0.381
H34 -5.774 0.840 -2.038
H35 -7.384 1.442 -1.551
H36 -6.596 -1.264 -1.885
Br1 3.457 -0.338 -4.801
C18 1.524 -0.436 -5.033
C19 0.913 0.937 -5.150
Br2 0.803 1.812 -3.415
H37 1.133 -1.006 -4.194
H38 1.376 -1.000 -5.952
H39 -0.116 0.867 -5.502
H40 1.473 1.599 -5.806
Br3 5.091 3.872 3.042
C20 6.931 3.314 2.733
C21 7.670 4.307 1.874
Br4 7.185 4.152 -0.010
H41 6.895 2.317 2.301
H42 7.378 3.261 3.725
H43 8.741 4.112 1.903
H44 7.484 5.337 2.165
Br5 -3.969 0.784 -5.028
C22 -4.783 -0.875 -5.649
C23 -5.771 -1.412 -4.646
Br6 -4.868 -2.255 -3.140
H45 -3.973 -1.563 -5.863
H46 -5.286 -0.614 -6.577
H47 -6.377 -2.199 -5.093
H48 -6.424 -0.647 -4.232
Br7 2.556 -2.115 4.599
C24 2.117 -4.013 4.565
C25 3.346 -4.866 4.738
Br8 4.398 -4.934 3.100
H49 1.595 -4.200 3.630
H50 1.430 -4.160 5.395
H51 3.069 -5.898 4.944
H52 4.006 -4.507 5.524
Br9 -3.418 2.442 6.323
C26 -1.921 2.533 7.565
C27 -1.195 3.849 7.454
Br10 -0.070 3.902 5.867
H53 -1.285 1.677 7.357
H54 -2.363 2.423 8.554
H55 -0.514 3.982 8.294
H56 -1.865 4.703 7.397
Br11 1.750 -8.155 3.737
C28 -0.175 -8.230 3.440
C29 -0.780 -6.852 3.361
Br12 -0.949 -6.054 5.129
H57 -0.596 -8.833 4.240
H58 -0.293 -8.754 2.493
H59 -1.796 -6.902 2.973
H60 -0.198 -6.163 2.753
Br13 -3.905 0.157 -10.143
C30 -4.724 -1.496 -10.768
C31 -5.708 -2.033 -9.762
Br14 -4.796 -2.881 -8.264
H61 -3.916 -2.188 -10.986
H62 -5.231 -1.230 -11.694
H63 -6.319 -2.817 -10.205
H64 -6.355 -1.265 -9.346

Calculated values
E: -1021410.67812 eV
Gap between HOMO and LUMO: 3.37 eV
Charge: -1